1.
Formula: C14H15N2O4
Source: the OMol25 dataset
Level of theory: the ωB97M-V functional and the def2-TZVPD basis

Last column: natural (NBO) charge in e.
Geometry (Å):
C -2.20 2.60 1.54  -0.4394
N -1.07 3.54 1.38  -0.6099
C 0.12 3.14 2.12  -0.2734
C 0.79 1.79 1.66  0.0085
C 0.52 1.28 0.30  0.0832
N 1.03 0.10 -0.16  -0.4422
C 1.86 -0.65 0.66  0.0531
C 2.22 -0.25 2.00  -0.1900
C 1.66 1.01 2.56  -0.0583
C 2.01 1.42 4.02  0.7535
O 1.30 2.05 4.74  -0.4635
O 3.24 0.97 4.50  -0.6728
H -2.86 2.68 0.62  0.2175
H -1.91 1.52 1.63  0.1639
H -2.86 2.86 2.41  0.2225
H -0.88 3.77 0.41  0.3616
H 0.91 3.94 1.97  0.2401
H -0.14 3.14 3.21  0.2658
H -0.13 1.89 -0.37  0.2564
H 0.80 -0.25 -1.11  0.4833
H 2.25 -1.61 0.25  0.2549
H 2.91 -0.89 2.60  0.2758
H 3.90 1.23 3.83  0.4898
C -0.28 -2.54 -4.48  -0.2442
C -0.94 -3.70 -4.60  -0.1950
C -1.83 -4.19 -3.52  0.4568
O -2.42 -5.24 -3.62  -0.4342
C -1.96 -3.34 -2.31  -0.1700
C -1.30 -2.19 -2.20  -0.2778
C -0.42 -1.70 -3.28  0.5032
O 0.19 -0.64 -3.17  -0.5675
H 0.37 -2.17 -5.26  0.2435
H -0.85 -4.32 -5.48  0.2487
H -2.61 -3.71 -1.53  0.2431
H -1.39 -1.56 -1.32  0.2130

As for the electronic energy: -25922.625 eV. The value obtained for the LUMO energy is -5.23 eV. The HOMO-LUMO gap is 7.25 eV. The value obtained for the largest force on an atom is 3.13 eV Å⁻¹. As for the charge: +1.

---

2.
Formula: C4H10S2
Source: the OMol25 dataset
Level of theory: the ωB97M-V functional and the def2-TZVPD basis

Last column: natural (NBO) charge in e.
Geometry (Å):
C 0.68 -1.90 -1.53  -0.6146
C 0.99 -2.12 -0.01  -0.5759
S 1.42 -0.67 0.87  0.2049
C -0.18 0.33 0.97  -0.5158
C -0.30 1.16 -0.27  -0.5307
S -1.92 2.02 -0.36  -0.0587
H 1.57 -1.31 -1.98  0.2065
H 0.54 -2.77 -2.15  0.2150
H -0.07 -1.24 -1.80  0.1956
H 1.87 -2.78 -0.07  0.2384
H 0.14 -2.64 0.53  0.2151
H -1.12 -0.31 1.20  0.2257
H 0.08 0.89 1.85  0.2258
H 0.41 1.92 -0.42  0.2284
H -0.27 0.33 -1.08  0.2199
H -2.38 1.48 0.81  0.1205

Its SMILES is CCSCCS. As for the electronic energy: -25979.675 eV. The value obtained for the LUMO energy is 0.90 eV. The HOMO-LUMO gap is 9.69 eV. The value obtained for the largest force on an atom is 3.35 eV Å⁻¹.